Formula: C7H14O3
Source: the OMol25 dataset
Level of theory: ωB97M-V/def2-TZVPD

The geometry in XYZ format:
```
24
Properties=species:S:1:pos:R:3:mulliken_spin:R:1
O 0.159 0.148 -0.602 0.009
O 2.728 -1.342 0.416 -0.001
O 0.869 3.037 0.289 0.049
C -0.327 2.875 0.039 0.473
C -0.916 1.074 -0.628 -0.110
C 1.352 -1.630 0.499 -0.001
C 3.162 -0.793 -0.805 -0.005
C -2.622 -0.102 -1.468 0.618
C 0.450 -0.421 0.650 0.013
C -2.372 -0.789 -2.780 -0.068
H -0.856 1.487 -1.652 0.029
H -1.509 0.962 0.304 0.019
H 1.226 -2.263 1.388 0.001
H 2.781 -1.381 -1.659 0.000
H -2.022 -0.075 -3.541 -0.008
H 0.929 0.322 1.312 0.007
H -3.308 0.751 -1.498 -0.059
H 4.258 -0.831 -0.808 -0.001
H -0.487 -0.749 1.140 -0.002
H -1.603 -1.569 -2.681 0.003
H -2.844 -0.760 -0.621 -0.013
H 2.833 0.250 -0.926 0.008
H 1.028 -2.214 -0.383 0.000
H -3.287 -1.270 -3.167 0.042
```

## Properties
HOMO energy (alpha / beta): -0.610 / -2.068 eV
Maximum force: 0.076 hartree/bohr
2S+1: 2
Charge: -1
Energy: -500.6310 Ha

Formula: C30H51MoNP2
Source: the OMol25 dataset
Level of theory: ωB97M-V/def2-TZVPD

The geometry in XYZ format:
```
85
Properties=species:S:1:pos:R:3:mulliken_spin:R:1
Mo -1.047 1.011 -2.396 0.924
P -0.923 2.261 -4.245 -0.097
P -1.146 -0.836 -4.700 0.067
N -3.111 0.796 -1.928 0.056
C 0.225 2.362 -1.251 0.121
C -4.827 -0.130 -0.791 0.040
C -0.030 -3.815 -1.359 0.006
C -2.571 -1.395 -0.829 0.216
C 0.209 -3.315 -2.754 0.012
C -1.286 3.949 0.106 0.000
C -3.483 -0.303 -1.173 0.191
C 2.046 0.512 -1.381 0.005
C 3.070 -4.588 -2.032 0.000
C 0.674 0.987 -1.000 -0.094
C -2.891 -1.442 -4.681 0.009
C -1.825 1.653 -5.761 0.041
C 2.429 -3.968 -0.755 0.001
C 1.114 3.462 -1.754 0.006
C 2.518 -2.616 -3.552 -0.001
C -4.213 1.613 -2.103 0.289
C -5.288 1.047 -1.404 0.093
C 0.158 -0.756 0.862 -0.009
C -1.421 4.007 -4.315 0.026
C -0.164 0.451 0.053 0.017
C -2.042 1.452 1.568 -0.020
C -0.400 -2.217 -5.691 0.022
C 1.274 -2.196 -2.802 -0.036
C -4.223 2.838 -2.916 0.052
C 3.083 -3.805 -3.320 0.001
C -1.140 1.423 0.392 0.001
C 0.852 2.178 -4.765 0.017
C -1.322 0.299 -6.191 -0.043
C -0.869 2.597 -0.338 0.001
C 0.965 -4.142 -0.517 -0.001
H 1.296 1.192 -4.567 0.000
H 1.173 -0.670 1.277 0.004
H 1.506 -1.909 -1.774 0.010
H 0.964 2.403 -5.834 -0.001
H 0.378 -2.763 -5.150 -0.003
H -1.525 1.906 2.431 -0.001
H 0.055 -1.840 -6.613 -0.001
H -3.115 -2.356 -0.813 0.021
H 1.229 4.203 -0.960 -0.004
H 0.119 -1.680 0.262 -0.002
H -3.365 3.503 -2.697 0.003
H -1.081 4.472 -5.249 0.002
H -0.741 -2.922 -3.142 0.000
H 0.702 -4.576 0.455 0.000
H -2.934 2.067 1.369 0.001
H -1.023 4.558 -3.449 -0.003
H 0.490 -4.110 -3.466 0.000
H -2.922 -2.450 -5.113 -0.002
H 2.100 3.088 -2.054 0.002
H -1.709 2.403 -6.545 0.003
H -0.873 4.164 1.109 -0.001
H -1.691 -1.489 -1.501 -0.053
H -1.179 -2.927 -5.989 -0.001
H -2.888 1.610 -5.503 -0.009
H 4.134 -4.740 -1.792 0.000
H 0.822 -1.281 -3.238 0.008
H 3.637 -4.294 -4.128 0.000
H 2.950 -4.438 0.089 0.000
H -2.381 4.020 0.167 0.000
H -2.343 0.445 1.885 0.004
H -0.530 -0.849 1.716 0.000
H 1.445 2.900 -4.192 -0.004
H -0.337 0.343 -6.673 0.000
H -5.129 3.403 -2.644 0.010
H 2.126 0.247 -2.445 -0.006
H 2.934 -1.876 -4.244 0.000
H 2.336 -0.356 -0.769 0.003
H -2.512 4.087 -4.285 0.001
H -2.026 -0.203 -6.863 -0.001
H 2.656 -5.594 -2.215 0.000
H -1.078 -3.952 -1.084 -0.002
H -4.310 2.620 -4.000 0.036
H -3.509 -0.764 -5.281 0.000
H -3.290 -1.481 -3.662 0.004
H 0.697 3.987 -2.614 0.004
H -6.258 1.506 -1.357 0.003
H -2.182 -1.242 0.191 0.060
H 2.733 -2.919 -0.669 0.000
H -0.928 4.731 -0.581 0.001
H -5.324 -0.789 -0.103 -0.002
H 2.794 1.295 -1.199 0.000
```

## Properties
HOMO energy (alpha / beta): -13.186 / -13.189 eV
Maximum force: 0.080 hartree/bohr
2S+1: 3
Charge: +2
Energy: -1978.7022 Ha

Formula: C19H21N3O6
Source: the OMol25 dataset
Level of theory: ωB97M-V/def2-TZVPD

The geometry in XYZ format:
```
49
Properties=species:S:1:pos:R:3:lowdin_charge:R:1
O -5.861 0.426 1.142 0.058
O 3.856 -1.456 0.862 0.139
O 1.279 -0.401 1.436 0.111
O -0.769 2.071 -0.123 0.039
O -0.106 -3.802 1.066 0.099
O 2.245 -1.825 -0.673 -0.021
N -0.311 -2.191 -0.546 0.149
N 1.672 0.851 -0.394 0.134
N -6.159 0.347 -1.088 0.167
C -5.454 0.100 0.047 -0.521
C -0.387 1.129 0.777 -0.192
C 3.092 -1.047 0.038 -0.459
C -1.607 -1.707 -0.404 -0.216
C -2.056 -0.779 -1.346 -0.017
C -2.004 2.463 0.227 -0.102
C 0.373 -3.068 0.238 -0.432
C 3.787 2.766 -0.108 -0.065
C 4.060 1.293 0.192 -0.366
C 5.475 0.918 -0.240 -0.060
C -2.440 -2.072 0.650 0.007
C -3.682 -1.482 0.773 -0.004
C 0.915 0.472 0.666 -0.402
C 3.040 0.383 -0.520 -0.176
C -3.311 -0.220 -1.234 -0.043
C -4.134 -0.558 -0.164 -0.173
C 1.871 -3.072 -0.098 -0.045
C -1.385 0.931 1.698 0.023
C -2.434 1.801 1.337 -0.034
H -1.406 -0.490 -2.160 0.119
H 0.257 -1.700 -1.227 0.139
H -2.466 3.215 -0.382 0.127
H -2.095 -2.792 1.372 0.108
H 3.272 0.327 -1.591 0.169
H 2.441 -3.246 0.818 0.139
H 2.085 -3.868 -0.818 0.144
H -1.352 0.246 2.519 0.130
H -4.321 -1.728 1.608 0.125
H -3.633 0.515 -1.958 0.115
H -7.081 0.740 -0.997 0.111
H -3.382 1.903 1.824 0.112
H -5.895 -0.056 -1.969 0.097
H 6.199 1.537 0.284 0.082
H 2.830 3.085 0.297 0.072
H 1.383 1.643 -0.947 0.144
H 3.960 1.119 1.268 0.149
H 4.562 3.379 0.345 0.081
H 5.602 1.071 -1.310 0.084
H 5.680 -0.121 -0.004 0.073
H 3.796 2.947 -1.182 0.084
```

## Properties
HOMO energy: -8.492 eV
Maximum force: 0.024 hartree/bohr
Charge: 0
Energy: -1352.4045 Ha
Structure (SMILES): CC(C)[C@H](NC(=O)c1ccco1)C(=O)OCC(=O)Nc1ccc(C(N)=O)cc1

Formula: C25H32BF4N2O2PPtSi
Source: the OMol25 dataset
Level of theory: ωB97M-V/def2-TZVPD

The geometry in XYZ format:
```
69
Properties=species:S:1:pos:R:3:mulliken_spin:R:1
Pt -0.672 0.447 -0.035 1.360
P -1.420 2.380 -1.017 0.264
Si 2.554 -1.287 4.432 0.001
F 0.343 3.287 2.068 -0.003
F -0.926 1.378 2.276 0.021
F 1.157 1.278 1.318 0.034
F 0.943 1.673 3.597 0.002
O 0.386 -0.371 -1.749 0.249
O -0.790 -1.576 1.685 0.031
N -1.877 -1.117 -0.791 0.662
N -1.387 -1.855 -1.765 0.216
C 0.397 -2.086 -3.383 0.024
C -2.189 3.591 0.085 0.002
C 3.353 -2.917 4.868 0.001
C 0.205 -1.627 2.536 0.003
C -3.090 -1.921 1.173 -0.125
C 1.852 -0.482 5.956 0.001
C 1.577 -3.355 -5.554 0.034
C -0.128 3.259 -1.927 0.029
C 1.570 -1.578 -3.937 0.030
C 2.114 4.132 -1.956 -0.002
C 3.758 -0.173 3.550 0.001
C -0.333 3.761 -3.210 0.014
C -3.059 -1.642 -0.174 0.448
C 0.683 4.443 -3.863 -0.003
C 2.156 -2.211 -5.021 -0.014
C -2.708 1.968 -2.223 -0.010
C 1.154 -1.601 3.277 0.019
C 0.408 -3.864 -5.003 -0.020
C -0.182 -3.234 -3.920 0.049
C 1.905 4.631 -3.235 0.007
C -2.078 -1.882 2.131 0.538
C -0.214 -1.381 -2.234 0.054
C -2.246 -2.106 3.584 -0.034
C 1.106 3.442 -1.304 0.013
C -4.234 -1.808 -1.082 0.005
B 0.403 1.932 2.364 -0.017
H -5.115 -2.129 -0.527 0.005
H -2.568 4.435 -0.491 0.008
H 4.189 -2.768 5.555 0.000
H -0.043 -4.756 -5.417 -0.001
H 2.698 5.164 -3.745 0.001
H 3.068 4.274 -1.465 0.000
H 3.734 -3.416 3.975 0.000
H 1.140 -1.144 6.453 0.000
H -3.292 -2.304 3.807 0.000
H -3.505 1.448 -1.693 0.002
H 2.037 -3.850 -6.400 0.002
H -3.004 3.107 0.625 0.003
H 4.139 -0.655 2.648 0.000
H -1.921 -1.227 4.149 0.029
H 2.009 -0.687 -3.509 0.003
H 2.648 -0.245 6.667 0.000
H 1.277 3.049 -0.308 -0.006
H -2.297 1.293 -2.975 0.003
H -4.054 -2.221 1.567 -0.002
H 2.636 -3.587 5.349 0.000
H -3.122 2.854 -2.705 0.002
H -1.447 3.927 0.810 -0.006
H -4.464 -0.872 -1.598 0.015
H -1.091 -3.621 -3.481 0.005
H 1.339 0.443 5.687 0.000
H -1.282 3.621 -3.711 0.000
H 4.609 0.071 4.192 0.000
H -4.012 -2.546 -1.856 0.024
H 3.261 0.754 3.260 -0.001
H 3.067 -1.814 -5.450 0.000
H -1.644 -2.950 3.933 0.033
H 0.518 4.826 -4.861 -0.001
```

## Properties
HOMO energy (alpha / beta): -6.660 / -9.037 eV
Maximum force: 0.006 hartree/bohr
2S+1: 5
Charge: 0
Energy: -2406.4054 Ha

Formula: C20H23F3N4O2RhS2
Source: the OMol25 dataset
Level of theory: ωB97M-V/def2-TZVPD

The geometry in XYZ format:
```
55
Properties=species:S:1:pos:R:3:lowdin_charge:R:1
Rh -1.192 0.692 0.252 0.717
S 0.174 0.339 2.053 0.750
S -2.315 -1.240 0.434 0.783
F -4.480 -3.422 -2.639 0.164
F -5.957 -2.466 -1.395 0.163
F -4.114 -3.183 -0.521 0.118
O -2.530 1.951 1.264 -0.138
O 0.210 0.135 -0.986 -0.185
N 2.800 0.137 2.247 -0.108
N -1.871 2.381 3.386 0.202
N -2.505 0.513 -1.357 -0.093
N 2.035 -0.591 0.248 0.131
C 2.828 2.268 3.532 -0.066
C 0.806 -1.552 -3.049 -0.014
C -4.007 -1.256 -1.878 -0.096
C 4.155 -0.228 1.788 -0.182
C 3.264 -2.848 -3.053 -0.062
C 1.170 -2.340 -4.128 -0.062
C 2.399 -2.986 -4.130 -0.063
C -4.203 2.656 2.777 0.027
C -3.042 -0.682 -1.058 -0.586
C 2.688 0.752 3.573 -0.233
C 1.263 -0.584 -0.808 -0.384
C 4.780 0.789 0.848 -0.059
C -3.843 0.681 -3.298 -0.021
C -2.792 2.290 2.440 -0.525
C 1.764 -0.039 1.432 -0.621
C 2.902 -2.065 -1.971 -0.014
C -4.640 -2.593 -1.601 -0.603
C -4.402 -0.555 -3.006 0.031
C -2.887 1.187 -2.441 -0.075
C 1.671 -1.413 -1.964 -0.139
H 2.141 2.698 2.802 0.069
H -5.153 -0.983 -3.657 0.140
H -2.402 2.138 -2.616 0.130
H -4.504 3.496 2.152 0.103
H 3.566 -1.950 -1.126 0.105
H 0.496 -2.453 -4.967 0.108
H -2.119 2.659 4.320 0.128
H 2.685 -3.598 -4.976 0.110
H -0.148 -1.044 -3.034 0.108
H -4.841 1.812 2.521 0.102
H 1.735 0.468 4.013 0.075
H 2.604 2.688 4.512 0.082
H 5.772 0.447 0.552 0.084
H 3.466 0.308 4.190 0.122
H 3.839 2.571 3.264 0.071
H 4.085 -1.199 1.302 0.112
H 4.759 -0.342 2.687 0.120
H -0.923 2.080 3.198 0.023
H -4.142 1.241 -4.171 0.118
H 4.178 0.906 -0.052 0.071
H 4.891 1.763 1.323 0.067
H -4.336 2.916 3.824 0.088
H 4.220 -3.353 -3.057 0.109
```

## Properties
HOMO energy: -11.411 eV
Maximum force: 0.023 hartree/bohr
Charge: +1
Energy: -2351.8491 Ha

Formula: C6H8N2O2
Source: the OMol25 dataset
Level of theory: ωB97M-V/def2-TZVPD

The geometry in XYZ format:
```
18
Properties=species:S:1:pos:R:3:lowdin_charge:R:1
O 2.635 -0.805 0.251 -0.001
O 0.166 1.864 0.370 0.062
N -1.793 0.983 -0.751 0.140
N 2.394 0.816 -1.080 0.135
C 1.819 0.140 -0.134 -0.500
C -0.922 1.070 0.153 -0.402
C 0.864 0.679 0.891 -0.121
C -0.486 -0.106 0.939 -0.136
C -1.020 -1.204 0.014 -0.105
C -2.218 -0.444 -0.649 -0.175
H -0.876 -0.154 1.962 0.158
H -1.326 -2.116 0.539 0.111
H 1.858 1.649 -1.317 0.068
H 3.423 -0.411 -0.582 0.261
H -0.288 -1.480 -0.759 0.118
H 1.347 0.874 1.854 0.170
H -3.136 -0.532 -0.047 0.111
H -2.439 -0.821 -1.655 0.108
```

## Properties
HOMO energy: -9.951 eV
Maximum force: 0.082 hartree/bohr
Charge: 0
Energy: -493.3102 Ha